{"formula": "C54H48Br4NO4P2Si2Ti", "method": "ωB97M-V with the def2-TZVPD basis set", "orbital_gap_ev": 4.419, "homo_ev": -2.6, "total_energy_ha": -14849.8298, "total_charge": -1, "symbols": ["Ti", "O", "P", "C", "P", "O", "C", "C", "C", "C", "C", "C", "C", "C", "C", "C", "C", "C", "C", "C", "C", "C", "C", "C", "C", "C", "C", "C", "C", "C", "H", "H", "H", "H", "H", "H", "H", "H", "H", "H", "H", "H", "H", "H", "H", "H", "H", "H", "H", "H", "H", "H", "Br", "C", "C", "Br", "C", "Br", "C", "O", "C", "O", "C", "Br", "C", "Si", "C", "C", "C", "C", "C", "C", "C", "Si", "C", "C", "H", "H", "H", "H", "H", "H", "H", "H", "H", "H", "H", "H", "H", "H", "H", "H", "N", "C", "C", "C", "C", "C", "C", "C", "C", "C", "C", "C", "C", "C", "H", "H", "H", "H", "H", "H", "H", "H", "H", "H"], "coordinates": [[-0.2529, 0.0053, -0.1786], [-1.4382, -0.3274, 1.4690], [-1.8200, -0.2251, 2.9108], [-1.1778, 1.3172, 3.6197], [-1.1059, 2.5861, 2.3021], [-0.2683, 2.1086, 1.1658], [-2.8336, 2.9541, 2.0098], [-3.4438, 2.5981, 0.8134], [-4.8106, 2.8104, 0.6566], [-5.5562, 3.3672, 1.6838], [-4.9442, 3.7245, 2.8839], [-3.5858, 3.5180, 3.0476], [-0.3965, 4.0528, 3.0642], [-0.9311, 5.3195, 2.8526], [-0.2596, 6.4430, 3.3178], [0.9462, 6.3039, 3.9894], [1.4897, 5.0410, 4.1960], [0.8235, 3.9173, 3.7298], [-3.5993, -0.2832, 3.0603], [-4.2807, -0.7586, 1.9429], [-5.6603, -0.9136, 1.9972], [-6.3491, -0.5866, 3.1539], [-5.6692, -0.0985, 4.2643], [-4.2911, 0.0501, 4.2200], [-1.1282, -1.5697, 3.8773], [-0.2587, -2.4544, 3.2513], [0.2896, -3.5104, 3.9667], [-0.0326, -3.6812, 5.3044], [-0.8959, -2.7945, 5.9355], [-1.4473, -1.7393, 5.2212], [-0.1586, 1.1116, 3.9511], [-1.7841, 1.6480, 4.4678], [-2.8593, 2.1615, 0.0093], [-5.2815, 2.5268, -0.2798], [-6.6218, 3.5266, 1.5557], [-5.5287, 4.1576, 3.6885], [-3.1061, 3.7951, 3.9844], [-1.8673, 5.4303, 2.3164], [-0.6751, 7.4296, 3.1450], [1.4737, 7.1835, 4.3414], [2.4385, 4.9307, 4.7079], [1.2666, 2.9348, 3.8615], [-3.7218, -1.0072, 1.0450], [-6.1922, -1.2960, 1.1320], [-7.4250, -0.7060, 3.1931], [-6.2139, 0.1678, 5.1620], [-3.7649, 0.4336, 5.0894], [0.0038, -2.3034, 2.2096], [0.9754, -4.1885, 3.4710], [0.3878, -4.5125, 5.8600], [-1.1435, -2.9272, 6.9821], [-2.1236, -1.0490, 5.7185], [-0.8185, 4.8559, -5.1132], [-0.1904, 3.4624, -3.9974], [1.0742, 2.9169, -4.1918], [2.2103, 3.5502, -5.5644], [1.5127, 1.8765, -3.3500], [3.2113, 1.0704, -3.5296], [0.6982, 1.3948, -2.3468], [1.0004, 0.3809, -1.5218], [-0.5882, 1.9467, -2.1418], [-1.2846, 1.3953, -1.1702], [-1.0141, 2.9745, -2.9704], [-2.7439, 3.6574, -2.6434], [0.0944, -4.6832, -1.1119], [0.7969, -2.9474, -1.0573], [1.4629, -2.6730, -2.7830], [2.3379, -2.9357, 0.0475], [3.1180, -4.0995, -0.0858], [4.3601, -4.2284, 0.5171], [4.8638, -3.1746, 1.2715], [4.1074, -2.0213, 1.4219], [2.8417, -1.8707, 0.8363], [1.9413, -0.2084, 1.1414], [3.1667, 1.0925, 0.5270], [2.1382, 0.0915, 3.0312], [0.7886, -5.3507, -1.6432], [-0.8524, -4.6705, -1.6661], [-0.1084, -5.1033, -0.1172], [2.1945, -3.4606, -3.0149], [1.9654, -1.7023, -2.8714], [0.6617, -2.7231, -3.5293], [2.7447, -4.9288, -0.6858], [4.9360, -5.1405, 0.3911], [5.8414, -3.2512, 1.7360], [4.5199, -1.2042, 2.0109], [4.0566, 1.1416, 1.1702], [2.6929, 2.0820, 0.5199], [3.4853, 0.8670, -0.4949], [3.0616, -0.3770, 3.3928], [1.3264, -0.2778, 3.6598], [2.2342, 1.1758, 3.1984], [-0.4328, -1.8184, -0.6097], [-1.8430, -1.9792, -0.9112], [-2.4541, -1.2649, -2.0427], [-3.8255, -0.9117, -2.0634], [-4.3991, -0.2294, -3.1271], [-3.6422, 0.1510, -4.2309], [-2.2921, -0.1771, -4.2338], [-1.7163, -0.8654, -3.1784], [-2.5864, -3.0043, -0.1860], [-3.6821, -3.7109, -0.7437], [-4.3263, -4.7240, -0.0501], [-3.9173, -5.1046, 1.2324], [-2.8315, -4.4443, 1.7914], [-2.1890, -3.4235, 1.0988], [-4.4417, -1.1722, -1.2067], [-5.4546, 0.0271, -3.0860], [-4.0869, 0.6991, -5.0548], [-1.6699, 0.1153, -5.0733], [-0.6618, -1.0900, -3.2082], [-4.0126, -3.4561, -1.7430], [-5.1542, -5.2467, -0.5243], [-4.4214, -5.9059, 1.7645], [-2.4799, -4.7189, 2.7837], [-1.3469, -2.9282, 1.5424]], "mulliken_charge": [-0.897, 0.736, 0.654, -1.283, 1.164, -0.266, 0.308, 0.135, -0.606, -0.614, -0.914, -0.722, 0.611, -0.734, -0.770, -0.467, -0.833, -0.303, 1.034, 1.042, -0.873, -0.904, -0.839, -0.906, 1.754, 0.321, -0.699, -0.850, -0.624, -0.846, 1.021, 0.594, -0.007, 0.587, 0.387, 0.402, 0.511, 0.423, 0.401, 0.371, 0.443, 0.070, -0.861, 0.552, 0.395, 0.417, 0.304, -1.225, 0.535, 0.372, 0.403, 0.243, -0.210, 0.498, 0.271, -0.214, -0.054, -0.194, -0.626, 0.126, 0.094, 0.508, -0.402, -0.111, -1.491, 0.128, -1.363, 0.856, -0.872, -0.886, -0.927, -0.955, 0.843, 2.469, -1.565, -0.992, 0.603, 0.285, 0.356, 0.437, 0.193, 0.378, 0.210, 0.387, 0.375, 0.222, 0.393, 0.271, 0.184, 0.651, 0.085, 0.010, 1.722, -0.760, 0.999, -0.054, -0.926, -0.926, -0.554, -0.389, 0.335, -0.389, -0.855, -0.967, -0.948, 1.284, 0.391, 0.378, 0.364, 0.446, -0.056, 0.486, 0.386, 0.354, 0.362, -0.803]}